226
Properties=species:S:1:pos:R:3 method="wB97M-V/def2-TZVPD" e_tot_ev=-127913.951 e_homo_ev=-9.304 orbital_gap_ev=9.802
C 5.445 -0.402 4.101
C 6.258 -0.545 2.812
O 7.411 -0.139 2.838
C 5.600 -1.298 1.664
H 5.647 -1.247 4.772
H 4.377 -0.437 3.769
H 5.719 0.615 4.448
H 4.732 -0.677 1.364
H 5.263 -2.269 2.100
H 6.319 -1.565 0.868
C -0.395 6.263 0.577
C -0.556 4.951 1.249
O 0.031 4.667 2.268
C -1.382 3.959 0.562
H -1.292 6.504 0.014
H 0.363 6.142 -0.185
H -0.104 7.092 1.236
H -1.244 3.901 -0.526
H -2.408 4.240 0.735
H -1.229 2.984 0.976
C -7.631 -3.147 -3.826
C -6.359 -2.750 -3.107
O -5.570 -1.997 -3.643
C -6.193 -3.452 -1.813
H -8.476 -2.666 -3.310
H -7.629 -4.225 -3.777
H -7.691 -2.851 -4.855
H -5.194 -3.486 -1.427
H -6.472 -4.490 -2.091
H -6.886 -2.956 -1.093
C -6.480 -3.185 5.026
C -5.373 -4.122 4.575
O -4.707 -3.926 3.620
C -5.033 -5.315 5.488
H -6.782 -2.605 4.179
H -5.987 -2.529 5.725
H -7.349 -3.666 5.412
H -4.507 -5.013 6.393
H -4.477 -6.023 4.861
H -5.939 -5.769 5.766
C -2.230 -4.705 -2.821
C -1.575 -6.051 -2.871
O -0.399 -6.119 -3.085
C -2.435 -7.320 -2.694
H -2.506 -4.592 -1.812
H -3.131 -4.653 -3.386
H -1.544 -3.948 -3.153
H -3.384 -7.224 -3.177
H -2.654 -7.650 -1.643
H -1.881 -8.115 -3.168
C -1.401 -5.015 0.755
C -0.240 -4.027 0.687
O 0.637 -4.042 -0.136
C -0.233 -2.916 1.745
H -1.456 -5.557 1.691
H -1.365 -5.782 -0.016
H -2.307 -4.494 0.551
H -0.034 -3.352 2.741
H -1.165 -2.329 1.883
H 0.625 -2.281 1.520
C -5.680 -1.694 1.388
C -6.361 -0.652 0.485
O -7.286 -0.802 -0.276
C -5.672 0.678 0.639
H -6.206 -2.625 1.563
H -5.370 -1.235 2.332
H -4.744 -2.049 0.837
H -5.777 1.376 -0.161
H -4.615 0.465 0.882
H -6.005 1.121 1.584
C 3.032 -2.237 -1.320
C 1.810 -1.911 -2.073
O 1.211 -0.880 -1.900
C 1.348 -2.856 -3.146
H 3.127 -1.439 -0.557
H 3.907 -2.329 -1.970
H 2.881 -3.250 -0.899
H 0.572 -2.502 -3.863
H 0.891 -3.791 -2.650
H 2.180 -3.302 -3.699
C -2.379 -1.228 -2.405
C -2.365 -1.194 -0.885
O -2.803 -2.144 -0.273
C -1.535 -0.088 -0.249
H -1.442 -1.094 -2.864
H -2.983 -0.357 -2.808
H -2.809 -2.183 -2.736
H -0.503 -0.327 -0.507
H -1.787 -0.031 0.815
H -1.654 0.872 -0.682
C 1.279 0.648 1.989
C 1.553 0.256 3.431
O 1.578 -0.921 3.699
C 1.759 1.320 4.517
H 0.560 1.430 1.885
H 1.109 -0.242 1.447
H 2.194 1.170 1.717
H 2.797 1.252 4.860
H 1.093 1.174 5.365
H 1.598 2.314 4.139
O -3.065 1.127 3.208
C -3.696 1.132 4.292
O -3.143 0.698 5.447
C -1.786 0.282 5.377
C -1.685 -1.229 5.253
C -5.149 1.399 4.463
H -1.348 0.644 6.319
H -1.348 0.729 4.495
H -0.600 -1.430 5.061
H -2.202 -1.667 4.411
H -1.961 -1.709 6.200
H -5.398 2.041 3.659
H -5.304 1.867 5.428
H -5.703 0.459 4.485
O -4.857 4.665 5.097
C -4.218 5.610 4.700
O -4.583 6.927 4.841
C -5.919 7.034 5.464
C -6.220 8.535 5.424
C -2.942 5.390 3.948
H -5.844 6.660 6.471
H -6.567 6.372 4.893
H -5.455 9.078 5.969
H -7.186 8.608 5.959
H -6.312 8.919 4.389
H -2.162 5.737 4.572
H -2.870 5.990 3.000
H -2.811 4.310 3.750
O 2.278 5.145 -1.610
C 3.348 4.553 -1.606
O 3.484 3.263 -1.215
C 2.257 2.643 -0.847
C 1.289 2.245 -1.912
C 4.643 5.148 -2.076
H 1.712 3.261 -0.114
H 2.702 1.754 -0.344
H 0.542 3.035 -2.079
H 0.744 1.395 -1.527
H 1.725 1.910 -2.873
H 4.497 6.206 -2.368
H 5.080 4.582 -2.943
H 5.382 5.023 -1.304
O -2.240 2.635 -2.586
C -2.857 2.815 -3.625
O -2.393 3.562 -4.653
C -1.120 4.191 -4.409
C -1.231 5.392 -3.480
C -4.183 2.209 -4.008
H -0.769 4.449 -5.403
H -0.494 3.386 -3.976
H -1.541 5.202 -2.435
H -2.024 6.054 -3.983
H -0.279 5.954 -3.297
H -4.813 3.085 -4.087
H -4.553 1.452 -3.345
H -4.010 1.757 -4.993
O 6.519 -1.127 -2.637
C 6.376 -0.049 -2.154
O 7.152 0.352 -1.116
C 8.246 -0.558 -0.786
C 9.414 -0.304 -1.677
C 5.460 0.989 -2.651
H 7.965 -1.600 -0.811
H 8.434 -0.240 0.268
H 10.273 -0.859 -1.300
H 9.752 0.746 -1.643
H 9.229 -0.553 -2.692
H 4.400 0.785 -2.569
H 5.642 0.940 -3.729
H 5.597 1.978 -2.281
O -0.033 -6.115 5.189
C 0.828 -6.693 4.595
O 2.012 -6.201 4.323
C 2.381 -4.838 4.588
C 2.937 -4.345 3.241
C 0.726 -8.107 4.072
H 3.121 -4.853 5.421
H 1.504 -4.300 4.947
H 3.498 -3.437 3.470
H 2.158 -4.048 2.471
H 3.637 -5.085 2.792
H -0.141 -8.629 4.468
H 1.583 -8.702 4.332
H 0.807 -8.148 2.953
O 5.354 -2.509 -6.826
C 4.926 -1.584 -6.187
O 5.760 -0.807 -5.462
C 7.172 -1.089 -5.570
C 7.938 0.204 -5.305
C 3.461 -1.141 -6.035
H 7.391 -1.558 -6.544
H 7.276 -1.878 -4.849
H 7.566 0.967 -6.016
H 9.018 0.130 -5.510
H 7.894 0.608 -4.289
H 3.184 -1.208 -4.967
H 2.735 -1.857 -6.438
H 3.340 -0.166 -6.528
O -0.132 -0.997 -6.803
C -0.561 -0.194 -6.060
O -1.826 0.237 -6.040
C -2.693 -0.341 -7.058
C -3.037 -1.831 -6.846
C 0.217 0.494 -5.036
H -2.255 -0.183 -8.075
H -3.551 0.281 -6.980
H -3.640 -2.122 -7.713
H -3.518 -1.965 -5.906
H -2.173 -2.496 -6.881
H 1.248 0.395 -5.408
H 0.239 0.027 -4.048
H -0.093 1.569 -4.907
O 4.335 2.445 2.592
C 4.921 3.360 2.054
O 4.436 4.596 1.979
C 3.167 4.842 2.593
C 2.790 6.276 2.326
C 6.175 3.126 1.284
H 3.194 4.623 3.664
H 2.361 4.196 2.142
H 2.599 6.494 1.273
H 3.598 6.915 2.709
H 1.882 6.490 2.894
H 6.613 4.037 0.913
H 5.865 2.530 0.418
H 6.867 2.495 1.879